Entry 1:
{
  "formula": "C3H2FIN2",
  "method": "the ωB97M-V functional and the def2-TZVPD basis",
  "total_energy_ha": -622.30077,
  "e_above_lowest_kj_mol": 710.4,
  "multiplicity": 1,
  "species": ["N", "N", "F", "C", "C", "C", "H", "H", "I"],
  "positions_angstrom": [[-0.896332, 1.369904, 0.882701], [0.208857, 1.290935, 0.353554], [-1.028929, -2.161876, 0.010642], [1.132152, 0.789014, -0.132014], [-1.520987, 0.126599, 0.951619], [-0.912233, -0.968322, 0.536712], [-2.399746, 0.337419, 1.550536], [2.002278, 0.318921, -0.458392], [3.414941, -1.102593, -3.695359]],
  "forces_ev_per_a": [[-0.94, 1.63, 0.87], [1.26, -0.85, -0.60], [-0.72, 0.07, 0.66], [-0.23, 0.23, -0.10], [-0.67, -0.02, 0.55], [0.89, 0.11, -0.78], [-0.55, -1.08, -0.27], [0.97, -0.11, -0.34], [-0.01, 0.01, 0.03]]
}



Entry 2:
{
  "formula": "C3H2FIO2",
  "method": "the ωB97M-V functional and the def2-TZVPD basis",
  "total_energy_ha": -663.41820,
  "e_above_lowest_kj_mol": 216.1,
  "multiplicity": 1,
  "species": ["H", "C", "O", "O", "F", "C", "I", "C", "H"],
  "positions_angstrom": [[-1.387736, -1.178387, -1.011001], [-0.690025, -0.753345, -0.420915], [0.359046, 0.619755, 0.941216], [0.522438, -1.235574, -0.304465], [-0.855522, 1.658650, -0.739779], [1.201502, -0.426356, 0.554120], [3.173370, -0.130216, 0.123936], [-0.753174, 0.570376, 0.122334], [-1.569900, 0.875100, 0.734554]],
  "forces_ev_per_a": [[-1.81, -1.68, -1.75], [0.20, 1.38, 0.36], [2.14, -0.97, -0.70], [1.37, 0.37, 0.76], [1.00, 0.25, -1.43], [-0.93, 0.03, 0.37], [0.49, 0.19, -0.06], [-1.46, 1.16, 1.56], [-0.99, -0.72, 0.89]]
}



Entry 3:
{
  "formula": "C3H2FKLiO4",
  "method": "the ωB97M-V functional and the def2-TZVPD basis",
  "total_energy_ha": -1123.70745,
  "e_above_lowest_kj_mol": 278.3,
  "multiplicity": 2,
  "s2": 0.76,
  "species": ["O", "H", "C", "O", "O", "K", "F", "C", "O", "C", "H", "Li"],
  "positions_angstrom": [[0.394450, 1.338712, 2.658890], [-0.690525, -0.603826, 1.302620], [0.871925, -0.406194, -2.893596], [1.087227, -0.847985, -4.032823], [1.722875, -0.569408, -1.995898], [2.591020, 0.376808, 1.496478], [-2.581833, 0.074145, 1.546013], [-0.787941, 1.275607, 2.323358], [-0.315736, -0.303747, -2.519078], [-1.260731, 0.311887, 1.344452], [-1.535544, 1.940564, 2.757165], [0.504813, -2.586561, -1.987581]],
  "forces_ev_per_a": [[3.27, 0.70, 0.70], [0.22, -0.45, -0.20], [0.02, -2.94, 0.40], [0.10, 0.49, -1.88], [1.89, 0.20, 1.91], [-0.85, 0.37, 0.01], [-2.09, -0.65, -0.63], [-1.84, -3.01, -2.86], [-2.07, 0.83, 0.08], [1.50, 2.68, 2.72], [-0.27, 0.32, 0.06], [0.13, 1.46, -0.31]]
}



Entry 4:
{
  "formula": "C3H2FLiO",
  "method": "the ωB97M-V functional and the def2-TZVPD basis",
  "total_energy_ha": -298.01123,
  "e_above_lowest_kj_mol": 0.0,
  "multiplicity": 1,
  "species": ["Li", "C", "H", "C", "O", "C", "F", "H"],
  "positions_angstrom": [[1.058214, 1.335020, -1.594290], [-1.369926, 0.279490, -0.116481], [2.431799, 1.962201, -0.619985], [-0.096226, 0.059949, -0.382664], [-2.484470, 0.553039, -0.022273], [0.766310, -0.713059, 0.288836], [1.954665, -0.930277, -0.272608], [0.544658, -1.467951, 1.048451]],
  "forces_ev_per_a": [[0.80, 0.47, 0.33], [-0.51, 0.07, 0.30], [-0.52, -0.10, -0.49], [-0.02, -0.05, 0.61], [0.65, -0.13, -0.10], [-0.32, -1.10, -1.77], [-0.32, 0.20, 0.82], [0.25, 0.64, 0.29]]
}



Entry 5:
{
  "formula": "C3H2FLiO3Yb",
  "method": "the ωB97M-V functional and the def2-TZVPD basis",
  "total_charge": 2,
  "total_energy_ha": -1606.66254,
  "multiplicity": 3,
  "s2": 2.02,
  "species": ["C", "H", "C", "Li", "O", "C", "H", "O", "Yb", "O", "F"],
  "positions_angstrom": [[-0.164475, -0.953748, -0.357353], [1.560083, -1.369358, 0.775718], [1.130577, -1.344384, -0.226547], [2.024770, 0.748606, -0.519721], [-0.958018, -0.426119, 0.486566], [-0.388194, 2.139814, 0.598452], [1.605506, -1.892224, -1.039859], [0.742292, 1.976011, 0.333878], [-3.406888, -0.463970, 0.810703], [-1.457665, 2.570476, 0.749117], [-0.687987, -0.985102, -1.610954]],
  "forces_ev_per_a": [[-5.01, 2.49, -0.44], [0.03, 0.09, -0.15], [1.74, -1.61, 0.72], [0.33, 0.78, 0.03], [1.80, -1.56, -1.05], [-1.12, 2.76, -0.44], [0.02, 0.20, 0.05], [0.08, -1.15, 0.14], [0.02, 0.01, 0.02], [1.26, -1.61, 0.20], [0.84, -0.42, 0.93]]
}



Entry 6:
{
  "formula": "C3H2FN",
  "method": "the ωB97M-V functional and the def2-TZVPD basis",
  "smiles": "[H]/N=c1/cc1F",
  "total_energy_ha": -270.00664,
  "e_above_lowest_kj_mol": 237.4,
  "multiplicity": 1,
  "species": ["C", "C", "F", "H", "C", "N", "H"],
  "positions_angstrom": [[-0.231903, -1.099037, 0.031624], [0.530702, 0.172918, 0.101955], [-2.188953, 0.342933, 0.021961], [1.339538, 1.811004, -0.125870], [-0.910120, 0.044766, 0.019387], [1.638185, 0.852306, -0.002625], [-0.177449, -2.124888, -0.046435]],
  "forces_ev_per_a": [[0.72, 3.64, 0.21], [1.10, 0.99, -1.14], [0.15, 0.86, -0.18], [0.24, 0.47, 0.21], [0.22, -2.16, 0.55], [-2.49, -1.89, 0.36], [0.06, -1.91, -0.01]]
}



Entry 7:
{
  "formula": "C3H2FN3O",
  "method": "the ωB97M-V functional and the def2-TZVPD basis",
  "smiles": "O=Cc1[nH]nnc1F",
  "total_energy_ha": -454.80154,
  "e_above_lowest_kj_mol": 255.9,
  "multiplicity": 1,
  "species": ["N", "F", "C", "O", "C", "H", "C", "N", "N", "H"],
  "positions_angstrom": [[-1.763252, 1.040178, -0.096326], [0.226641, 2.292060, 0.064341], [0.135312, -0.013821, -0.186342], [2.482031, 0.266989, -0.135379], [1.501392, -0.364081, 0.111179], [-0.716993, -1.872089, -0.001710], [-0.408251, 1.226479, -0.082372], [-0.964751, -0.830295, -0.045524], [-2.028909, -0.224996, 0.029202], [1.536777, -1.520423, 0.342933]],
  "forces_ev_per_a": [[-0.21, 2.73, 1.20], [0.77, 3.11, -0.01], [0.25, 0.75, 1.28], [0.40, 0.70, 0.57], [-0.39, -3.67, -1.47], [-1.79, 1.82, 0.05], [-2.88, -3.76, -1.00], [7.01, -4.88, -0.17], [-3.64, 1.73, -0.78], [0.48, 1.46, 0.33]]
}



Entry 8:
{
  "formula": "C3H2FNOS",
  "method": "the ωB97M-V functional and the def2-TZVPD basis",
  "smiles": "Fc1ncoc1S",
  "total_energy_ha": -743.50450,
  "e_above_lowest_kj_mol": 91.2,
  "multiplicity": 1,
  "species": ["C", "N", "O", "F", "H", "C", "C", "H", "S"],
  "positions_angstrom": [[-0.420456, -0.718014, -0.202155], [-0.443971, -1.039688, 1.076305], [0.093746, 1.120769, 0.782211], [-0.342585, -1.699318, -1.109054], [0.619788, 0.190925, -2.710922], [-0.192894, 0.113803, 1.708948], [-0.027273, 0.480232, -0.501522], [0.135096, 0.289528, 2.757089], [0.578550, 1.261765, -1.800899]],
  "forces_ev_per_a": [[0.55, -3.25, -1.51], [-0.19, 1.99, 3.64], [-0.27, -1.23, -0.32], [-0.75, -0.34, -0.24], [-0.16, 0.89, 1.26], [0.89, -1.18, -2.42], [-0.33, 2.05, 4.33], [-0.88, -0.09, -1.04], [1.15, 1.16, -3.70]]
}



Entry 9:
{
  "formula": "C3H2FO2V",
  "method": "the ωB97M-V functional and the def2-TZVPD basis",
  "total_charge": 2,
  "total_energy_ha": -1308.88395,
  "e_above_lowest_kj_mol": 444.7,
  "multiplicity": 5,
  "s2": 6.05,
  "species": ["H", "V", "O", "O", "C", "C", "F", "C", "H"],
  "positions_angstrom": [[1.304272, -0.149912, 1.327463], [-1.904826, 2.713787, 0.958046], [0.076066, -2.036461, -0.630226], [-0.872735, 1.311237, 0.604986], [1.216716, -0.055759, 0.245641], [0.589352, -0.843159, -0.635107], [-0.690125, 0.988305, -1.513284], [-0.280366, 0.728810, -0.295506], [0.561644, -2.656845, -0.062015]],
  "forces_ev_per_a": [[0.43, 0.12, -0.07], [-1.53, 1.96, 0.57], [0.45, 0.84, -1.32], [-0.90, -0.40, 2.08], [-3.58, 2.16, -2.56], [-0.76, -2.25, 2.61], [0.37, 0.21, 0.16], [5.37, -2.27, -1.60], [0.15, -0.36, 0.12]]
}



Entry 10:
{
  "formula": "C3H2FO3",
  "method": "the ωB97M-V functional and the def2-TZVPD basis",
  "total_charge": -1,
  "total_energy_ha": -441.03279,
  "e_above_lowest_kj_mol": 427.1,
  "multiplicity": 1,
  "species": ["C", "H", "C", "O", "O", "O", "H", "F", "C"],
  "positions_angstrom": [[1.973607, 0.010397, -0.195194], [-0.400665, 0.595935, -0.613944], [-0.894004, -0.389910, -0.103423], [4.210870, -0.872626, 0.773586], [-1.713050, -1.045251, -0.688636], [3.254037, -0.192417, -1.229481], [-0.335977, -0.590889, 0.778429], [1.994110, 1.443280, 0.015988], [3.414730, -0.381382, 0.044115]],
  "forces_ev_per_a": [[1.84, 0.56, 0.48], [-1.35, -1.70, 1.01], [1.37, 2.94, -3.11], [1.79, -0.28, 0.92], [-0.22, -0.33, 0.63], [0.48, 0.08, -0.35], [0.08, -0.84, 1.41], [-0.35, -0.34, -0.05], [-3.63, -0.09, -0.94]]
}



Entry 11:
{
  "formula": "C3H2FeO2",
  "method": "the ωB97M-V functional and the def2-TZVPD basis",
  "total_charge": 2,
  "total_energy_ha": -1528.72675,
  "e_above_lowest_kj_mol": 15.3,
  "multiplicity": 7,
  "s2": 12.04,
  "species": ["C", "Fe", "C", "H", "O", "O", "H", "C"],
  "positions_angstrom": [[0.664591, 0.644340, 1.513952], [-2.069394, -0.022492, -2.007927], [1.887920, -0.037726, 1.218496], [0.250567, 0.825875, 2.505134], [-1.057998, 0.115538, -0.225471], [1.692426, -0.733812, 0.154778], [2.537605, -0.405946, 2.027729], [-0.115093, 0.211677, 0.465662]],
  "forces_ev_per_a": [[0.93, -0.39, 0.96], [-1.16, -0.18, -1.86], [-0.77, -2.77, -0.40], [-0.09, 0.42, 0.00], [3.69, 0.08, 3.03], [0.02, 1.68, 1.54], [0.94, 0.85, -0.58], [-3.55, 0.30, -2.70]]
}



Entry 12:
{
  "formula": "C3H2I2N2O",
  "method": "the ωB97M-V functional and the def2-TZVPD basis",
  "total_charge": 2,
  "total_energy_ha": -894.72814,
  "e_above_lowest_kj_mol": 124.2,
  "multiplicity": 1,
  "species": ["N", "C", "H", "I", "I", "C", "C", "N", "H", "O"],
  "positions_angstrom": [[1.049624, 2.076928, 0.267431], [-2.398888, -1.143405, -0.491114], [0.744515, -1.227384, 1.239602], [-3.906560, -2.345347, -0.210427], [3.080318, -0.688733, -0.240762], [1.176824, -0.348707, 0.651677], [0.908734, 0.928248, 0.559228], [-1.446785, -0.471924, -0.638674], [-0.732402, 0.203211, -0.991210], [1.524616, 3.017115, -0.145748]],
  "forces_ev_per_a": [[0.46, -3.20, 0.58], [2.39, 1.57, -0.43], [0.19, 1.58, -0.96], [-0.18, -0.05, 0.03], [-1.25, -0.30, 0.57], [2.56, -2.91, 0.58], [-1.40, 2.01, 0.30], [-1.61, -0.68, -0.36], [-1.35, -1.08, 0.36], [0.20, 3.06, -0.67]]
}



| no. | strongest force on any atom (eV/Å) |
| --- | --- |
| 1 | 2.07 |
| 2 | 3.03 |
| 3 | 4.54 |
| 4 | 2.11 |
| 5 | 5.61 |
| 6 | 3.72 |
| 7 | 8.54 |
| 8 | 4.80 |
| 9 | 6.05 |
| 10 | 4.49 |
| 11 | 4.77 |
| 12 | 3.92 |